(1)
53
Properties=species:S:1:pos:R:3 method="wB97M-V/def2-TZVPD" total_energy_ha=-1459.23427 largest_force_ha_per_bohr=0.04721 relative_energy_kj_mol=0.00 smiles="O=C(O)c1nc(C2CC2)cnc1Nc1cncnc1.CNC(=O)[C@H](CO)NC(C)=O"
O 2.788 -4.394 1.853
O -4.619 3.182 -1.534
O -1.043 0.691 -4.838
N 1.473 0.335 -2.141
N 1.894 -1.783 -3.081
N 1.119 -0.522 1.995
N 1.804 -1.987 4.295
O 2.845 -4.561 4.106
O -0.201 4.369 -2.801
C 2.581 -3.890 2.952
C -3.904 3.015 -2.508
C -1.559 1.022 -3.775
C 1.645 -0.475 -3.191
C 0.914 -0.043 3.235
C 1.557 -0.186 -0.912
C 1.969 -2.304 -1.854
C 2.012 -2.507 3.052
C 1.679 -1.737 1.883
C 1.259 -0.762 4.396
C 1.798 -1.552 -0.687
N 1.897 -2.208 0.577
N -2.103 0.127 -2.938
N -2.597 2.825 -2.341
C -4.501 3.019 -3.900
C -2.101 -1.318 -3.163
C 0.938 -1.035 6.995
C 2.183 -0.187 6.782
C 1.047 -0.137 5.760
C -0.217 2.962 -2.936
C -1.608 2.509 -3.390
H 3.203 -5.424 3.848
H -0.847 4.630 -2.140
H 1.574 -0.048 -4.188
H 0.475 0.944 3.342
H 1.438 0.509 -0.092
H 2.168 -3.368 -1.762
H 2.236 -3.178 0.562
H -2.531 0.474 -2.094
H -2.283 2.849 -1.383
H -4.065 3.829 -4.482
H -4.310 2.066 -4.388
H -5.576 3.174 -3.822
H -1.089 -1.710 -3.038
H -2.768 -1.810 -2.455
H -2.433 -1.535 -4.180
H 0.248 -0.730 7.787
H 1.036 -2.118 6.863
H 2.321 0.681 7.435
H 3.105 -0.706 6.501
H 0.434 0.769 5.756
H 0.526 2.670 -3.681
H 0.033 2.501 -1.980
H -1.845 3.062 -4.299

***

(2)
59
Properties=species:S:1:pos:R:3 method="wB97M-V/def2-TZVPD" total_energy_ha=-3213.58747 largest_force_ha_per_bohr=0.02710 relative_energy_kj_mol=0.00 total_charge=+2
Pd 0.376 0.994 0.581
C -1.943 1.324 5.775
C -1.398 0.257 4.907
N -1.082 -0.944 5.272
N -0.609 -1.542 4.149
C -0.624 -0.746 3.089
S -0.191 -1.157 1.491
N -1.125 0.418 3.557
N -1.292 1.542 2.754
H -2.227 0.884 6.727
H -2.820 1.788 5.324
H -1.193 2.095 5.960
H -0.288 -2.498 4.184
H -2.258 1.619 2.449
H -1.016 2.369 3.272
C -2.160 -0.144 -2.312
C -1.362 0.374 -1.167
O -1.824 0.996 -0.205
O -0.072 0.178 -1.178
H -3.187 -0.305 -1.998
H -1.723 -1.060 -2.703
H -2.154 0.605 -3.106
C 0.737 5.280 -2.591
N 1.305 3.954 -2.805
C 1.858 3.511 -3.989
C 2.226 2.227 -3.800
N 1.901 1.902 -2.503
C 1.339 2.958 -1.904
S 0.756 3.137 -0.293
H 1.248 5.984 -3.241
H 0.888 5.580 -1.558
H -0.328 5.275 -2.817
H 1.942 4.152 -4.848
H 2.690 1.523 -4.466
H 2.056 0.981 -2.079
N 7.555 3.690 3.098
C 6.421 2.996 2.909
C 6.351 1.627 3.255
C 5.191 0.924 3.075
C 4.067 1.567 2.541
C 4.120 2.921 2.178
C 5.277 3.625 2.362
S 2.627 0.688 2.305
O 2.654 -0.562 3.001
O 1.459 1.573 2.469
N 2.480 0.480 0.639
C 2.846 -0.673 0.055
S 3.288 -2.182 0.830
C 3.530 -2.856 -0.702
C 3.253 -1.940 -1.700
N 2.879 -0.731 -1.274
H 8.369 3.258 3.500
H 7.613 4.667 2.871
H 7.219 1.141 3.680
H 5.131 -0.117 3.362
H 3.242 3.404 1.768
H 5.323 4.674 2.100
H 3.872 -3.871 -0.827
H 3.329 -2.149 -2.757

***

(3)
49
Properties=species:S:1:pos:R:3 method="wB97M-V/def2-TZVPD" total_energy_ha=-1280.91452 largest_force_ha_per_bohr=0.09539 relative_energy_kj_mol=693.63 smiles="C[C@@H]1O[C@@]12C[C@]1(CO1)[C@@](C)(O)C(=O)OCC1=CCN3CC[C@@H](OC2=O)[C@@H]13"
O -2.162 0.398 -2.013
O 1.644 0.761 1.909
O 1.202 -1.350 1.216
O 0.910 0.142 -2.925
O 3.492 2.301 -0.609
O 4.144 0.011 0.542
O -0.918 -0.249 -0.167
C -1.065 0.294 -1.399
C 1.792 -0.151 1.088
C -1.247 -0.689 3.745
C -0.831 -1.255 2.560
N -3.102 -1.356 2.507
C 0.520 -1.710 2.431
C -2.745 -0.732 3.844
C -4.108 -0.714 1.656
C -0.367 1.199 -4.737
C 0.274 0.913 -1.932
C 3.678 1.669 -1.850
C 1.084 1.746 -1.034
C 2.732 -1.202 -0.948
C -3.379 0.037 0.700
C 0.464 1.340 -3.418
C 2.552 1.333 -0.858
C 2.828 0.052 0.010
C -1.882 -1.707 1.667
C -2.123 -0.915 0.402
H 4.396 0.773 1.135
H -0.668 -0.275 4.585
H 0.604 -2.735 2.738
H 1.141 -1.328 3.313
H -2.744 -1.386 4.658
H -3.224 0.196 4.031
H -4.662 -1.513 1.122
H -4.738 -0.156 2.270
H -0.497 0.174 -5.000
H -1.407 1.657 -4.658
H 0.047 1.764 -5.589
H 4.595 1.226 -1.922
H 3.643 2.361 -2.705
H 1.023 2.726 -1.348
H 0.750 1.804 -0.046
H 1.735 -1.457 -1.169
H 3.175 -2.046 -0.419
H 3.349 -1.103 -1.804
H -3.049 0.967 1.054
H -3.941 0.379 -0.246
H 1.163 2.125 -3.578
H -1.736 -2.771 1.659
H -2.345 -1.547 -0.466

***

(4)
53
Properties=species:S:1:pos:R:3 method="wB97M-V/def2-TZVPD" total_energy_ha=-4659.05321 largest_force_ha_per_bohr=0.10309 relative_energy_kj_mol=741.32 spin_multiplicity=2 total_charge=+1
Cr -0.414 -0.194 -0.607
N 0.360 -2.039 -0.524
C -0.179 -2.811 -1.641
C -0.792 -1.841 -2.666
N -1.629 -0.847 -1.996
C -2.843 -1.431 -1.394
C -2.665 -1.676 0.115
N -1.875 -0.601 0.700
C -1.912 0.334 -2.807
C -2.198 1.533 -1.881
N -1.126 1.646 -0.895
H 0.267 -2.533 0.392
H 1.378 -1.901 -0.720
H 0.615 -3.405 -2.108
H -0.931 -3.521 -1.284
H 0.042 -1.339 -3.174
H -1.348 -2.392 -3.434
H -3.698 -0.753 -1.510
H -3.147 -2.358 -1.896
H -3.645 -1.729 0.604
H -2.177 -2.636 0.303
H -2.511 0.222 0.800
H -1.505 -0.860 1.643
H -1.038 0.597 -3.418
H -2.745 0.166 -3.501
H -2.270 2.456 -2.465
H -3.154 1.406 -1.363
H -0.344 2.181 -1.339
H -1.430 2.151 -0.031
Se 4.683 2.433 4.495
N 4.131 2.922 2.856
C 3.185 2.090 2.393
C 2.552 2.207 1.138
C 2.822 3.209 0.197
C 2.118 3.209 -1.017
C 1.159 2.212 -1.271
N 0.908 1.243 -0.345
C 1.581 1.246 0.812
C 1.258 0.256 1.644
N 0.315 -0.574 1.183
C -0.093 -1.623 1.953
C 0.472 -1.835 3.224
C 1.460 -0.962 3.704
C 1.868 0.110 2.902
C 2.848 1.058 3.261
N 3.523 1.061 4.421
H 3.561 3.975 0.394
H 2.313 3.975 -1.756
H 0.616 2.212 -2.207
H -0.855 -2.295 1.582
H 0.144 -2.670 3.831
H 1.896 -1.124 4.682
O 0.454 -0.165 -1.978

***

Repeat the fourth record exactly.
53
Properties=species:S:1:pos:R:3 method="wB97M-V/def2-TZVPD" total_energy_ha=-4659.05321 largest_force_ha_per_bohr=0.10309 relative_energy_kj_mol=741.32 spin_multiplicity=2 total_charge=+1
Cr -0.414 -0.194 -0.607
N 0.360 -2.039 -0.524
C -0.179 -2.811 -1.641
C -0.792 -1.841 -2.666
N -1.629 -0.847 -1.996
C -2.843 -1.431 -1.394
C -2.665 -1.676 0.115
N -1.875 -0.601 0.700
C -1.912 0.334 -2.807
C -2.198 1.533 -1.881
N -1.126 1.646 -0.895
H 0.267 -2.533 0.392
H 1.378 -1.901 -0.720
H 0.615 -3.405 -2.108
H -0.931 -3.521 -1.284
H 0.042 -1.339 -3.174
H -1.348 -2.392 -3.434
H -3.698 -0.753 -1.510
H -3.147 -2.358 -1.896
H -3.645 -1.729 0.604
H -2.177 -2.636 0.303
H -2.511 0.222 0.800
H -1.505 -0.860 1.643
H -1.038 0.597 -3.418
H -2.745 0.166 -3.501
H -2.270 2.456 -2.465
H -3.154 1.406 -1.363
H -0.344 2.181 -1.339
H -1.430 2.151 -0.031
Se 4.683 2.433 4.495
N 4.131 2.922 2.856
C 3.185 2.090 2.393
C 2.552 2.207 1.138
C 2.822 3.209 0.197
C 2.118 3.209 -1.017
C 1.159 2.212 -1.271
N 0.908 1.243 -0.345
C 1.581 1.246 0.812
C 1.258 0.256 1.644
N 0.315 -0.574 1.183
C -0.093 -1.623 1.953
C 0.472 -1.835 3.224
C 1.460 -0.962 3.704
C 1.868 0.110 2.902
C 2.848 1.058 3.261
N 3.523 1.061 4.421
H 3.561 3.975 0.394
H 2.313 3.975 -1.756
H 0.616 2.212 -2.207
H -0.855 -2.295 1.582
H 0.144 -2.670 3.831
H 1.896 -1.124 4.682
O 0.454 -0.165 -1.978

***

Copy entry 1 word for word.
53
Properties=species:S:1:pos:R:3 method="wB97M-V/def2-TZVPD" total_energy_ha=-1459.23427 largest_force_ha_per_bohr=0.04721 relative_energy_kj_mol=0.00 smiles="O=C(O)c1nc(C2CC2)cnc1Nc1cncnc1.CNC(=O)[C@H](CO)NC(C)=O"
O 2.788 -4.394 1.853
O -4.619 3.182 -1.534
O -1.043 0.691 -4.838
N 1.473 0.335 -2.141
N 1.894 -1.783 -3.081
N 1.119 -0.522 1.995
N 1.804 -1.987 4.295
O 2.845 -4.561 4.106
O -0.201 4.369 -2.801
C 2.581 -3.890 2.952
C -3.904 3.015 -2.508
C -1.559 1.022 -3.775
C 1.645 -0.475 -3.191
C 0.914 -0.043 3.235
C 1.557 -0.186 -0.912
C 1.969 -2.304 -1.854
C 2.012 -2.507 3.052
C 1.679 -1.737 1.883
C 1.259 -0.762 4.396
C 1.798 -1.552 -0.687
N 1.897 -2.208 0.577
N -2.103 0.127 -2.938
N -2.597 2.825 -2.341
C -4.501 3.019 -3.900
C -2.101 -1.318 -3.163
C 0.938 -1.035 6.995
C 2.183 -0.187 6.782
C 1.047 -0.137 5.760
C -0.217 2.962 -2.936
C -1.608 2.509 -3.390
H 3.203 -5.424 3.848
H -0.847 4.630 -2.140
H 1.574 -0.048 -4.188
H 0.475 0.944 3.342
H 1.438 0.509 -0.092
H 2.168 -3.368 -1.762
H 2.236 -3.178 0.562
H -2.531 0.474 -2.094
H -2.283 2.849 -1.383
H -4.065 3.829 -4.482
H -4.310 2.066 -4.388
H -5.576 3.174 -3.822
H -1.089 -1.710 -3.038
H -2.768 -1.810 -2.455
H -2.433 -1.535 -4.180
H 0.248 -0.730 7.787
H 1.036 -2.118 6.863
H 2.321 0.681 7.435
H 3.105 -0.706 6.501
H 0.434 0.769 5.756
H 0.526 2.670 -3.681
H 0.033 2.501 -1.980
H -1.845 3.062 -4.299